1.
ORCA calculation (ωB97M-V with the def2-TZVPD basis set) on a 3-piece molecular cluster, C3H12N2O2 overall.

* highest occupied orbital energy: -7.9 eV
* SMILES: C/C(N)=C/N.O.O
* LUMO energy: 0.592 eV
* net charge: 0
* Kohn-Sham gap: 8.508 eV
* E: -381.464586 Ha

Last column: natural (NBO) charge in e.
Positions of all 19 atoms, in Å:
C -0.2046 1.5272 -1.0072  -0.639
C -0.0296 0.7676 0.2833  0.184
C 1.0031 -0.0217 0.6043  -0.170
N 1.2628 -0.2639 1.9953  -0.851
N -1.0287 1.0865 1.2071  -0.841
H -0.1832 2.5962 -0.7925  0.212
H 0.6304 1.3200 -1.6660  0.216
H -1.1438 1.2468 -1.4829  0.218
H 1.6085 -0.3305 -0.2413  0.189
H 1.0468 -1.2200 2.2751  0.352
H 2.2605 -0.3028 2.1406  0.361
H -1.3794 2.0313 1.2205  0.376
H -0.8492 0.7152 2.1254  0.390
H 1.8045 -2.3415 -2.5908  0.469
H 2.0317 -0.8897 -2.9012  0.466
O 1.3403 -1.4983 -2.6208  -0.932
H -2.2996 -1.2142 1.0549  0.471
H -2.8115 -1.5432 -0.2635  0.463
O -3.0590 -1.6652 0.6597  -0.935



2.
ORCA calculation (ωB97M-V with the def2-TZVPD basis set) on one molecule with the formula C16H19N3O3S.

* highest occupied orbital energy: -7.8 eV
* SMILES: CCOc1ccc(NC(=O)NNC(=O)c2ccc(CC)s2)cc1
* LUMO energy: 0.399 eV
* net charge: 0
* Kohn-Sham gap: 8.247 eV
* E: -1409.285454 Ha

Last column: natural (NBO) charge in e.
Positions of all 42 atoms, in Å:
C -1.0325 6.3111 5.8598  -0.638
C 0.2589 5.5156 6.0302  -0.061
O 0.8621 5.1840 4.7971  -0.494
C 0.3473 4.1772 4.0368  0.272
C -0.6883 3.3255 4.4052  -0.251
C -1.1000 2.3231 3.5450  -0.235
C -0.4967 2.1470 2.3059  0.123
C 0.5406 2.9986 1.9345  -0.220
C 0.9508 3.9962 2.7908  -0.233
H 1.7543 4.6595 2.5135  0.225
H 1.0167 2.8725 0.9772  0.255
N -0.9608 1.1067 1.4887  -0.600
C -0.5379 0.7590 0.2419  0.774
O 0.3500 1.2825 -0.4004  -0.657
N -1.3092 -0.2532 -0.3145  -0.477
N -0.8020 -0.8213 -1.4923  -0.440
C -0.7506 -2.1857 -1.5506  0.621
O -1.3034 -2.8647 -0.6971  -0.634
C -0.0778 -2.7363 -2.7185  -0.321
C 0.5556 -2.1238 -3.7674  -0.188
C 1.0902 -3.0384 -4.6910  -0.291
C 0.8709 -4.3424 -4.3494  -0.153
S -0.0142 -4.4626 -2.8677  0.492
C 1.2784 -5.5880 -5.0635  -0.438
C 2.1397 -5.3273 -6.2936  -0.600
H 2.4208 -6.2715 -6.7532  0.217
H 3.0471 -4.7946 -6.0202  0.209
H 1.5950 -4.7384 -7.0272  0.207
H 0.3772 -6.1344 -5.3588  0.221
H 1.8229 -6.2300 -4.3650  0.221
H 1.6202 -2.7328 -5.5744  0.227
H 0.6352 -1.0578 -3.8841  0.219
H -0.1160 -0.2149 -1.9279  0.424
H -1.7098 -0.9941 0.2591  0.415
H -1.7321 0.5789 1.8721  0.397
H -1.9062 1.6688 3.8475  0.202
H -1.1847 3.4208 5.3580  0.210
H 1.0067 6.1302 6.5394  0.193
H 0.0868 4.6155 6.6337  0.167
H -1.4246 6.5878 6.8347  0.214
H -0.8342 7.2144 5.2885  0.216
H -1.7813 5.7283 5.3290  0.212



3.
ORCA calculation (ωB97M-V with the def2-TZVPD basis set) on a 7-piece molecular cluster, C42H57BF10N2O19S overall.

* highest occupied orbital energy: -9.5 eV
* LUMO energy: 0.074 eV
* net charge: 0
* Kohn-Sham gap: 9.606 eV
* E: -4595.430536 Ha

Last column: Mulliken charge in e.
Positions of all 132 atoms, in Å:
C 5.8048 -4.4345 2.0339  -0.369
C 5.2138 -3.5239 1.5162  -0.847
C 4.4903 -2.4167 0.8843  -1.469
C 3.7649 -2.7259 -0.4547  0.573
C 4.7213 -3.5269 -1.3318  -0.027
C 6.0749 -2.8519 -1.6108  -1.431
O 7.1322 -3.5650 -0.9722  -0.315
C 8.3707 -2.9298 -1.0878  -0.671
C 8.6359 -1.8926 0.0033  0.842
F 8.0732 -2.2095 1.1710  -0.221
F 8.1786 -0.6674 -0.3362  -0.276
F 9.9634 -1.7718 0.2015  -0.300
O 3.6472 -1.3520 -0.9677  -0.438
S 3.4206 -1.1339 -2.5602  0.562
O 3.9773 0.1648 -2.8264  -0.559
O 1.7850 -0.8446 -2.5191  -0.608
C 0.8440 -1.2973 -1.5793  1.842
C 0.0153 -0.1005 -1.0918  -0.800
B 0.8268 1.2743 -0.9389  1.240
O 1.2287 2.0199 -2.0024  -0.710
O 1.1449 1.6830 0.3495  -0.569
O -0.0605 -2.2168 -2.3186  -0.383
C -0.2330 -2.0011 -3.5854  0.732
N -0.3619 -1.8697 -4.7208  -0.526
C 1.2858 -2.0942 -0.3527  -3.554
C 2.2782 -3.2836 -0.3455  3.157
C 1.7933 -4.3178 -1.4440  -2.325
C 2.0797 -4.2571 -2.9611  -0.942
N 1.1252 -5.1126 -3.7000  -0.752
C 1.9381 -4.1071 0.9731  0.728
F 0.7198 -4.6919 0.7722  -0.336
F 2.8474 -5.1146 1.0691  -0.269
C 1.8111 -3.6014 2.4860  0.465
F 1.0756 -4.5660 3.0984  -0.319
F 2.9935 -3.5743 3.0992  -0.236
C 1.0758 -2.2897 2.8998  0.533
F 0.8812 -2.3199 4.2037  -0.305
F -0.1139 -2.1878 2.3103  -0.129
F 1.7950 -1.2044 2.6214  -0.265
H 6.3863 -5.2239 2.4653  0.438
H 3.8076 -1.9183 1.5701  0.484
H 5.2232 -1.6372 0.6437  0.876
H 4.9040 -4.5158 -0.8975  0.595
H 4.2998 -3.7130 -2.3074  0.262
H 6.2655 -2.8746 -2.6935  0.481
H 6.0851 -1.7971 -1.3175  0.547
H 9.1656 -3.6751 -1.0237  0.391
H 8.4787 -2.4089 -2.0480  0.343
H -0.4062 -0.3701 -0.1192  -0.240
H -0.8356 0.0548 -1.7583  0.090
H 0.6114 2.7246 -2.2649  0.193
H 0.4757 1.3436 0.9574  0.310
H 1.5539 -1.3467 0.3887  0.077
H 0.3357 -2.5234 -0.0232  1.336
H 0.7040 -4.2735 -1.3995  0.666
H 2.0511 -5.3368 -1.1372  0.864
H 3.0566 -4.6771 -3.1885  0.476
H 1.9814 -3.2689 -3.4001  0.525
H 0.2826 -4.5856 -3.9064  0.344
H 0.8473 -5.9020 -3.1263  0.287
O -4.5509 0.1818 -9.4352  -0.589
C -3.7618 -0.5426 -8.9009  0.485
O -3.0875 -0.1907 -7.7872  -0.332
C -2.1383 -1.2154 -7.4177  -0.157
C -2.6636 -2.4874 -8.0745  -0.491
C -3.3426 -1.9389 -9.3279  -0.392
H -1.1573 -0.9264 -7.7984  0.194
H -2.0878 -1.2744 -6.3390  0.150
H -1.8802 -3.2162 -8.2709  0.323
H -3.4068 -2.9555 -7.4272  0.271
H -2.6492 -1.8414 -10.1650  0.238
H -4.2095 -2.5109 -9.6465  0.293
O 0.2620 4.1319 -3.6447  -0.598
C 0.1209 5.1068 -2.9595  0.734
O 0.0325 5.0177 -1.6174  -0.396
C -0.2196 6.3119 -1.0408  -0.294
C 0.2652 7.3108 -2.0840  -0.384
C -0.0016 6.5543 -3.3870  -0.669
H -1.2899 6.3987 -0.8455  0.250
H 0.3171 6.3818 -0.0992  0.087
H -0.2306 8.2742 -2.0042  0.362
H 1.3368 7.4739 -1.9669  0.265
H -1.0143 6.7115 -3.7619  0.286
H 0.7105 6.7748 -4.1769  0.326
O -2.2130 1.4678 -0.0021  -0.517
C -3.1694 1.0227 0.5722  0.403
O -4.4063 1.5189 0.4221  -0.428
C -5.3315 0.8360 1.2967  -0.450
C -4.6712 -0.5026 1.6035  -0.272
C -3.1910 -0.1343 1.5501  0.040
H -5.4604 1.4427 2.1883  0.028
H -6.2846 0.7409 0.7821  0.377
H -4.9909 -0.9254 2.5551  0.266
H -4.8985 -1.2241 0.8193  0.198
H -2.8183 0.2325 2.5075  0.336
H -2.5557 -0.9427 1.1930  -0.035
O 0.4894 9.0838 0.7435  -0.580
C 0.8043 8.7264 1.8402  0.534
O -0.0711 8.6980 2.8724  -0.360
C 0.5997 8.3244 4.0882  -0.430
C 1.8517 7.5767 3.6425  -0.466
C 2.1703 8.2706 2.3194  -0.390
H 0.8358 9.2355 4.6419  0.265
H -0.0811 7.7184 4.6808  0.308
H 2.6542 7.6167 4.3755  0.324
H 1.6116 6.5285 3.4600  0.236
H 2.7934 9.1561 2.4541  0.295
H 2.6306 7.6185 1.5823  0.279
O -3.9245 2.2673 3.8041  -0.504
C -4.4897 2.7075 4.7635  0.402
O -5.6592 2.1929 5.2030  -0.348
C -6.1712 2.9733 6.2998  -0.420
C -4.9553 3.6879 6.8798  -0.532
C -4.0850 3.8774 5.6377  -0.369
H -6.9134 3.6695 5.9050  0.264
H -6.6569 2.2995 7.0005  0.311
H -5.2118 4.6114 7.3937  0.325
H -4.4472 3.0348 7.5901  0.266
H -4.3231 4.7971 5.1006  0.265
H -3.0179 3.8461 5.8380  0.323
O -5.3742 -3.6997 0.8098  -0.586
C -5.1927 -3.9803 1.9570  0.496
O -6.1887 -3.9886 2.8734  -0.370
C -5.6620 -4.2610 4.1836  -0.419
C -4.3346 -4.9729 3.9437  -0.584
C -3.8796 -4.3420 2.6286  0.026
H -5.5325 -3.3094 4.7043  0.236
H -6.3877 -4.8627 4.7247  0.337
H -3.6334 -4.8531 4.7666  0.367
H -4.5088 -6.0397 3.7996  0.277
H -3.3142 -3.4209 2.7867  -0.085
H -3.3055 -5.0135 1.9969  0.329



Copy entry 1 word for word.
ORCA calculation (ωB97M-V with the def2-TZVPD basis set) on a 3-piece molecular cluster, C3H12N2O2 overall.

* highest occupied orbital energy: -7.9 eV
* SMILES: C/C(N)=C/N.O.O
* LUMO energy: 0.592 eV
* net charge: 0
* Kohn-Sham gap: 8.508 eV
* E: -381.464586 Ha

Last column: natural (NBO) charge in e.
Positions of all 19 atoms, in Å:
C -0.2046 1.5272 -1.0072  -0.639
C -0.0296 0.7676 0.2833  0.184
C 1.0031 -0.0217 0.6043  -0.170
N 1.2628 -0.2639 1.9953  -0.851
N -1.0287 1.0865 1.2071  -0.841
H -0.1832 2.5962 -0.7925  0.212
H 0.6304 1.3200 -1.6660  0.216
H -1.1438 1.2468 -1.4829  0.218
H 1.6085 -0.3305 -0.2413  0.189
H 1.0468 -1.2200 2.2751  0.352
H 2.2605 -0.3028 2.1406  0.361
H -1.3794 2.0313 1.2205  0.376
H -0.8492 0.7152 2.1254  0.390
H 1.8045 -2.3415 -2.5908  0.469
H 2.0317 -0.8897 -2.9012  0.466
O 1.3403 -1.4983 -2.6208  -0.932
H -2.2996 -1.2142 1.0549  0.471
H -2.8115 -1.5432 -0.2635  0.463
O -3.0590 -1.6652 0.6597  -0.935